# 1
11
Properties=species:S:1:pos:R:3 method="wB97M-V/def2-TZVPD" charge=0 orbital_gap_ev=10.63 de_lowest_kcal_mol=41.4
C 1.787 0.962 -0.075
C 1.004 -0.053 0.106
C -1.014 0.064 -0.039
N -1.347 -1.271 0.052
F -1.479 0.760 1.041
F -1.233 0.785 -1.169
H 2.845 1.126 0.330
H 1.551 1.797 -0.800
H 1.235 -0.858 0.813
H -2.340 -1.392 0.313
H -1.010 -1.919 -0.572

# 2
29
Properties=species:S:1:pos:R:3 method="wB97M-V/def2-TZVPD" charge=0 orbital_gap_ev=10.16 de_lowest_kcal_mol=20.4
C 3.464 -0.530 -0.211
C 2.127 -0.366 -0.816
C -0.323 0.093 -0.322
C -0.437 1.501 0.270
C -1.483 -0.833 0.125
C -1.595 -1.010 1.626
C -2.731 -0.308 -0.616
C -3.967 -1.209 -0.466
H 3.884 0.275 1.492
H 3.943 -1.317 1.621
H 3.861 -1.460 -0.588
H 4.133 0.281 -0.670
H 1.332 -0.516 1.046
H -0.293 0.199 -1.441
H -1.276 -1.844 -0.293
H -0.639 -1.378 2.025
H -1.791 -0.051 2.093
H -2.337 -1.763 1.861
H -2.521 -0.356 -1.708
H -2.960 0.762 -0.312
H -3.795 -2.236 -0.786
H -4.382 -1.184 0.546
H -4.736 -0.802 -1.191
H -1.085 3.232 -0.221
N 3.400 -0.570 1.227
N 1.037 -0.410 0.091
O 2.079 -0.261 -2.028
O -0.217 1.799 1.408
O -0.953 2.335 -0.659

# 3
99
Properties=species:S:1:pos:R:3 method="wB97M-V/def2-TZVPD" charge=0 orbital_gap_ev="7.38 / 7.11" de_lowest_kcal_mol=0.0 multiplicity=2
Hg 0.763 -0.600 0.517
O -0.433 -0.677 4.659
C -0.098 -0.984 3.533
N 0.883 -0.412 2.767
C 1.865 0.325 3.378
O 1.887 0.731 4.523
C 3.100 0.563 2.522
C 4.198 1.197 3.090
C 5.342 1.338 2.325
C 5.357 0.838 1.030
C 4.211 0.235 0.542
N 3.108 0.113 1.274
C -0.765 -2.207 2.912
C -1.679 -2.921 3.677
C -2.221 -4.080 3.148
C -1.833 -4.489 1.880
C -0.930 -3.705 1.182
N -0.414 -2.588 1.687
H 4.127 1.549 4.108
H 6.218 1.825 2.735
H 6.236 0.915 0.405
H 4.165 -0.168 -0.463
H -1.928 -2.560 4.664
H -2.931 -4.662 3.720
H -2.222 -5.394 1.435
H -0.603 -3.972 0.184
C 3.505 -4.217 -0.637
C 2.954 -3.271 0.235
N 2.311 -2.332 -0.442
N 2.426 -2.648 -1.753
C 3.141 -3.783 -1.893
B 1.684 -1.713 -2.731
N 2.153 -0.248 -2.490
C 3.139 0.401 -3.144
C 3.298 1.644 -2.573
C 2.357 1.666 -1.538
N 1.675 0.531 -1.495
N 0.152 -1.848 -2.478
C -0.737 -2.454 -3.290
C -1.948 -2.528 -2.634
C -1.702 -1.931 -1.395
N -0.441 -1.536 -1.310
N 1.916 -2.031 -4.206
C 1.539 -1.233 -5.238
C 1.649 -1.956 -6.397
C 2.095 -3.221 -5.969
N 2.241 -3.265 -4.658
H 4.085 -5.089 -0.392
H 2.995 -3.219 1.312
H 3.323 -4.190 -2.871
H 3.651 -0.062 -3.971
H 3.991 2.415 -2.860
H 2.163 2.435 -0.807
H -0.450 -2.796 -4.270
H -2.868 -2.946 -3.002
H -2.366 -1.767 -0.564
H 1.211 -0.220 -5.068
H 1.442 -1.624 -7.400
H 2.317 -4.095 -6.560
C -0.662 3.737 -1.766
Si -1.819 2.276 -1.511
C -1.521 1.107 -2.941
C -3.575 2.935 -1.670
Ge -1.558 1.353 0.708
Si -0.706 3.103 2.120
C 1.032 3.559 1.573
C -0.730 2.735 3.950
C -1.845 4.582 1.847
Si -3.581 0.489 1.706
C -3.473 0.481 3.576
C -4.990 1.660 1.276
C -4.101 -1.226 1.139
H -0.912 4.200 -2.725
H 0.379 3.421 -1.817
H -0.756 4.501 -0.995
H -1.677 1.665 -3.870
H -2.196 0.252 -2.942
H -0.497 0.733 -2.932
H -3.647 3.506 -2.601
H -3.856 3.595 -0.848
H -4.304 2.125 -1.719
H 1.710 2.705 1.635
H 1.434 4.345 2.218
H 1.037 3.930 0.547
H -0.312 1.771 4.234
H -1.750 2.787 4.335
H -0.148 3.508 4.462
H -1.936 4.876 0.801
H -1.468 5.443 2.408
H -2.848 4.362 2.221
H -3.532 1.500 3.961
H -2.575 0.023 3.989
H -4.344 -0.062 3.957
H -4.739 2.701 1.490
H -5.853 1.393 1.892
H -5.288 1.594 0.230
H -3.346 -1.988 1.345
H -4.350 -1.251 0.076
H -5.003 -1.502 1.694

# 4
16
Properties=species:S:1:pos:R:3 method="wB97M-V/def2-TZVPD" charge=0 orbital_gap_ev=8.53 de_lowest_kcal_mol=109.4
C 0.554 0.185 -1.788
C 0.104 0.415 -0.334
C -0.910 -0.634 0.174
C -0.117 -1.207 1.344
C 0.733 0.030 1.560
C -0.176 1.811 -0.148
N -0.320 2.946 0.047
H 1.374 0.826 -2.125
H -0.334 0.459 -2.384
H 0.782 -0.860 -2.014
H -1.167 -1.361 -0.601
H -1.814 -0.107 0.485
H -0.707 -1.539 2.205
H 0.551 -2.016 1.037
H 0.120 0.843 1.981
H 1.327 0.208 0.562